Here is an isolated molecule of C3H3Cl2F from the OMol25 dataset. Energies are from wB97M-V/def2-TZVPD.

Each line ends with the Mulliken charge.
CARTESIAN COORDINATES (ANGSTROEM)
C -0.45473 -0.66631 0.41821  0.11
C 0.84460 -0.22102 -0.44152  0.47
C 1.47333 -1.20796 -1.09075  -0.64
H -0.57068 -1.77359 0.30891  0.20
H 2.67419 -1.40653 -1.56943  0.21
H 0.98160 -2.17803 -1.28142  0.23
F -0.69009 -0.24981 1.77442  -0.26
Cl -2.00412 -0.12871 -0.18758  -0.16
Cl 1.53039 1.31566 -0.20910  -0.16

HOMO ... -10.19 eV
Orbital gap ... 0.3899 hartree
DFT total energy ... -30919.544 eV
ΔE to the lowest compared entry with this formula, charge and spin ... 40.85 kcal/mol
Structure (SMILES) ... C=C(Cl)[C@@H](F)Cl

Here is a 2-piece molecular cluster, C4H12O overall from the OMol25 dataset. Energies are from wB97M-V/def2-TZVPD.

Each line ends with the Mulliken charge.
CARTESIAN COORDINATES (ANGSTROEM)
C 1.61388 -1.22740 -0.24766  -0.46
C 2.52082 -0.03798 -0.00173  -0.77
H 1.93023 -2.11118 0.27520  0.32
H 0.50745 -1.07264 0.05455  -0.19
H 1.58507 -1.62254 -1.26787  0.29
H 3.17422 -0.30227 0.99603  0.20
H 3.12595 0.10863 -0.93202  0.25
H 2.06719 0.92549 0.14612  0.33
C -1.47502 0.54145 0.60957  0.30
C -2.10036 1.26664 -0.53908  -0.97
O -2.27376 -0.66739 0.85489  -0.54
H -0.46594 0.14429 0.59315  -0.13
H -1.67201 1.18948 1.45526  0.20
H -2.79019 0.57168 -1.08059  0.26
H -1.66923 -1.45136 0.71251  0.33
H -1.37223 1.59870 -1.30938  0.30
H -2.70607 2.14640 -0.31895  0.29

HOMO ... -10.17 eV
Orbital gap ... 0.4090 hartree
DFT total energy ... -6388.586 eV
ΔE to the lowest compared entry with this formula, charge and spin ... 35.39 kcal/mol
Structure (SMILES) ... CCO.CC

Here is C16H27KNO5 as an isolated structure from the OMol25 dataset. Energies are from wB97M-V/def2-TZVPD.

Each line ends with the Mulliken charge.
CARTESIAN COORDINATES (ANGSTROEM)
C -0.87653 -2.17541 -4.46921  -1.49
C -1.24906 -1.26845 -5.41898  1.55
H -0.64278 -3.19239 -4.79269  0.25
H -1.11292 -2.01385 -3.40721  0.58
C -1.26585 0.17415 -5.17038  0.89
C -0.75760 0.64172 -4.00457  -0.12
H -0.43758 -0.12834 -3.34674  -0.90
H -0.70317 1.69669 -3.74837  0.29
C -1.72202 -1.73509 -6.77391  -1.54
H -1.57698 -2.81833 -6.87341  0.37
H -1.18321 -1.23085 -7.58832  0.33
H -2.79457 -1.52736 -6.91336  0.32
C -1.85287 1.13213 -6.16712  -1.33
H -2.89174 0.86262 -6.40140  0.31
H -1.28078 1.16716 -7.10432  0.31
H -1.85339 2.13065 -5.72161  0.38
K -0.56180 -0.30178 2.92454  1.04
O 0.02477 -0.32233 0.31167  -0.61
C 0.84461 0.12203 -0.50170  0.61
O 1.13977 1.30462 2.12429  -0.57
C 1.89502 1.55923 1.19494  0.27
O 2.96313 2.36183 1.30835  -0.33
N 1.79511 1.08645 -0.12522  0.30
C 3.67964 2.40506 0.03740  -0.35
C 2.92711 1.54125 -0.94304  -0.49
H 4.69422 2.03045 0.21832  0.28
H 3.71690 3.44967 -0.29134  0.28
H 3.55125 0.71056 -1.30061  0.31
H 2.58275 2.12629 -1.80373  0.33
C 0.90002 -0.31736 -1.88745  -0.06
C 0.54438 -1.59929 -2.20105  -1.58
H 1.29225 0.40364 -2.63406  0.43
H -0.17574 -2.15724 -1.59313  0.40
H 1.00051 -2.05726 -3.07511  0.48
C -2.32009 1.34536 5.52518  -0.71
O -2.12063 -0.00777 5.10152  -0.24
C -1.91693 -0.97074 6.14091  -0.60
C -0.46545 -1.02020 6.61783  -0.52
O 0.37638 -0.70358 5.49794  -0.16
C 1.78624 -0.69887 5.78043  -0.80
H -2.58106 1.89592 4.61934  0.23
H -1.40396 1.76397 5.96540  0.30
H -3.13988 1.42022 6.25241  0.31
H -2.56377 -0.75370 7.00595  0.34
H -2.18489 -1.94364 5.70384  0.26
H -0.32122 -0.27932 7.42907  0.36
H -0.23525 -2.03592 6.99164  0.44
H 2.15281 0.34313 5.76937  0.27
H 2.03529 -1.15672 6.76308  0.36
H 2.28960 -1.25898 4.97461  0.22

Net charge ... +1
HOMO ... -10.35 eV
Orbital gap ... 0.2778 hartree
DFT total energy ... -45074.953 eV

Here is C3H2CoO4 as an isolated structure from the OMol25 dataset. Energies are from wB97M-V/def2-TZVPD.

Each line ends with the Mulliken charge.
CARTESIAN COORDINATES (ANGSTROEM)
C -1.50919 -0.13665 0.73023  0.11
C -0.99907 0.04712 -1.08437  0.29
O -0.27507 0.95030 -1.38702  -0.29
O -2.33551 -0.97071 0.97379  -0.10
H -1.46916 0.83348 1.26396  0.42
H -0.18754 -0.99619 -0.62273  0.15
O 1.78590 -0.35831 0.73588  0.27
O 2.49054 0.33213 -0.18711  -0.36
C 0.94801 -1.16956 0.93190  0.26
Co 1.55108 1.46838 -1.35454  1.25

<S²> ... 4.07
Net charge ... +2
HOMO (spin up / spin down) ... -18.86 / -19.12 eV
Orbital gap (spin up / spin down) ... 0.2492 / 0.2514 hartree
2S+1 ... 4
DFT total energy ... -48927.197 eV
ΔE to the lowest compared entry with this formula, charge and spin ... 235.27 kcal/mol

Here is a 2-piece molecular cluster, C6H15P overall from the OMol25 dataset. Energies are from wB97M-V/def2-TZVPD.

Each line ends with the Mulliken charge.
CARTESIAN COORDINATES (ANGSTROEM)
C 1.59256 1.47976 1.76197  -1.30
C -3.32614 -2.79650 -0.35730  -0.92
C -2.17941 -0.49725 -0.12395  -0.78
C 2.86675 2.09197 -0.75594  -1.03
C 1.57473 -0.42605 -0.35153  -0.99
C -2.52573 -1.53816 -0.88899  0.09
P 1.37990 1.23011 -0.02355  0.64
H 0.71588 1.79694 2.32612  0.39
H 2.13748 0.68270 2.28753  0.40
H -4.13988 -3.19903 -1.04938  0.27
H -3.73342 -2.56230 0.60319  0.30
H -2.62740 -3.70862 -0.26713  0.22
H -2.43182 -0.50533 0.86392  0.28
H -1.43740 0.13296 -0.43216  0.20
H 2.18602 2.40160 1.95989  0.41
H 3.47619 1.96616 0.08774  0.35
H 3.07622 1.36363 -1.64625  0.31
H 2.75991 3.19241 -1.11377  0.28
H 1.14349 -0.87888 -1.36452  0.25
H 0.94761 -0.94747 0.43357  0.28
H -1.99989 -1.55027 -1.81872  0.33
H 0.54437 2.27159 -0.13073  0.03

HOMO ... -8.01 eV
Orbital gap ... 0.3319 hartree
DFT total energy ... -15749.860 eV
ΔE to the lowest compared entry with this formula, charge and spin ... 75.81 kcal/mol
Structure (SMILES) ... C=[PH](C)C.C=CC

Here is C5H6O as an isolated structure from the OMol25 dataset. Energies are from wB97M-V/def2-TZVPD.

Each line ends with the Mulliken charge.
CARTESIAN COORDINATES (ANGSTROEM)
O 1.09906 -1.14077 -1.11981  -0.53
C 0.82442 0.09315 -0.52403  -0.13
C -0.71395 0.46401 -0.54006  -0.60
C 0.86168 0.13972 0.99538  0.06
C -0.11253 -0.58209 1.62569  -0.59
C -1.13716 -0.23490 0.74586  -0.24
H 0.58320 -1.80940 -0.64736  0.39
H 1.52398 0.80667 -0.97464  0.35
H -1.24393 0.06335 -1.41417  0.30
H -0.78708 1.56704 -0.59644  0.28
H 1.29309 1.03426 1.45659  0.34
H -2.19077 -0.40105 0.99298  0.36

HOMO ... -8.55 eV
Orbital gap ... 0.2916 hartree
DFT total energy ... -7324.779 eV
ΔE to the lowest compared entry with this formula, charge and spin ... 103.91 kcal/mol

Here is C37H53InN2O3P3Si2 as an isolated structure from the OMol25 dataset. Energies are from wB97M-V/def2-TZVPD.

Each line ends with the Mulliken charge.
CARTESIAN COORDINATES (ANGSTROEM)
In 0.94104 -0.70875 -0.86115  0.66
C 1.91561 -0.13759 -4.22624  -1.11
Si 1.04311 1.40788 -3.61521  0.11
C 2.31581 2.76432 -3.42072  -1.05
C -0.25630 1.94567 -4.84286  -0.99
N 0.37956 0.98494 -2.05805  0.33
P -1.13435 0.98528 -1.41025  1.26
C -1.13479 -0.11204 -0.08750  -0.57
P -0.31865 0.39099 1.33020  2.02
N 1.24538 0.55922 1.00188  0.27
Si 2.73606 1.26591 1.49357  0.33
C 2.83956 3.10886 1.15288  -1.15
C 3.10435 0.92636 3.29687  -0.94
C 4.04536 0.51179 0.37539  -0.77
C -0.42606 -0.91833 2.64261  -0.24
C -0.57856 -2.28645 2.44833  0.01
C -0.47276 -3.23098 3.45122  -0.51
C -0.20174 -2.80587 4.74162  -0.83
C -0.04051 -1.45165 4.98950  -1.13
C -0.14919 -0.53295 3.95755  -0.53
C -1.08394 1.80228 2.16131  0.59
C -2.29091 1.65110 2.84416  -0.66
C -2.91663 2.75159 3.40518  -0.76
C -2.34644 4.01340 3.28073  -0.76
C -1.15851 4.17278 2.58481  -0.52
C -0.53019 3.06919 2.02360  -0.59
C -2.28139 0.36164 -2.67862  0.60
C -3.28744 1.13694 -3.24239  -0.41
C -4.09121 0.62199 -4.25339  -0.85
C -3.89289 -0.66885 -4.71309  -0.65
C -2.88788 -1.45292 -4.15674  -0.96
C -2.09304 -0.93894 -3.14767  -0.46
C -1.70470 2.65396 -1.04698  0.49
C -2.91278 2.82829 -0.37002  -0.33
C -3.36608 4.10336 -0.08053  -0.64
C -2.61617 5.21094 -0.46077  -0.79
C -1.41025 5.04236 -1.12304  -0.55
C -0.95366 3.76328 -1.41544  -0.85
H 2.43856 0.02946 -5.17006  0.43
H 1.19799 -0.94840 -4.38535  0.18
H 2.66602 -0.47857 -3.50351  0.28
H 2.86695 2.88962 -4.35640  0.40
H 3.04041 2.52716 -2.63779  0.23
H 1.86844 3.73052 -3.17876  0.36
H 0.23737 2.30507 -5.74952  0.48
H -0.86818 2.76477 -4.45696  0.34
H -0.92623 1.13067 -5.12286  0.23
H 2.41422 3.73742 1.93656  0.32
H 2.33654 3.34241 0.20970  0.24
H 3.88872 3.39591 1.04467  0.47
H 2.37578 1.42407 3.94248  0.31
H 4.09417 1.29260 3.57936  0.46
H 3.06265 -0.14505 3.51009  0.13
H 3.83863 0.77342 -0.66936  0.07
H 4.11624 -0.57260 0.44921  0.09
H 5.03224 0.91994 0.60778  0.50
H -0.05842 -3.35066 0.67028  0.55
H -0.58918 -4.28135 3.21943  0.56
H -0.11639 -3.52811 5.54201  0.46
H 0.17536 -1.10580 5.99153  0.47
H -0.00662 0.51770 4.17406  0.67
H -2.74182 0.67017 2.94015  0.43
H -3.84877 2.62762 3.94096  0.45
H -2.83488 4.87227 3.72250  0.42
H -0.72064 5.15610 2.47139  0.49
H 0.38299 3.19531 1.45921  -0.07
H -3.44286 2.15405 -2.90776  0.42
H -4.86837 1.23846 -4.68565  0.45
H -4.51429 -1.06590 -5.50485  0.41
H -2.72526 -2.46105 -4.51648  0.47
H -1.30970 -1.55923 -2.72171  0.21
H -3.48909 1.96128 -0.06761  0.45
H -4.30163 4.23661 0.44698  0.48
H -2.97353 6.20709 -0.23390  0.40
H -0.82343 5.90423 -1.41311  0.45
H -0.00374 3.62701 -1.91582  0.10
C 1.60169 -5.61582 -1.76113  -1.40
C 0.66003 -4.47940 -1.43438  -0.15
O 1.00336 -3.84114 -0.18377  -0.45
P 2.35749 -2.76017 -0.22644  -0.41
O -0.81932 -2.78276 1.13229  0.50
C -2.20531 -2.98670 0.65579  0.07
C -2.82301 -4.22720 1.24173  -1.42
O 2.24623 -2.38234 1.34489  0.09
C 2.95466 -3.18570 2.32958  -0.23
C 4.44340 -2.93057 2.32381  -1.30
H 1.31922 -6.06140 -2.71512  0.43
H 1.55285 -6.38636 -0.99250  0.33
H 2.63001 -5.26554 -1.84171  0.33
H -0.36146 -4.84186 -1.31320  0.38
H 0.65283 -3.72301 -2.22985  0.19
H -2.09992 -3.01758 -0.42659  0.25
H -2.71125 -2.05842 0.90430  0.27
H -2.23901 -5.11992 1.01188  0.29
H -3.81304 -4.35272 0.80148  0.44
H -2.94708 -4.14669 2.32034  0.39
H 2.72480 -4.24020 2.15524  0.33
H 2.50826 -2.89433 3.28001  0.18
H 4.88001 -3.14358 1.34699  0.36
H 4.92345 -3.58240 3.05462  0.44
H 4.66204 -1.89744 2.59006  0.24

Net charge ... +1
HOMO ... -10.07 eV
Orbital gap ... 0.2859 hartree
DFT total energy ... -97145.323 eV

Question: Which formula does entry 4 have?
Answer: C3H2CoO4

Question: Among the records above, which one has the lowest DFT total energy?
Answer: C37H53InN2O3P3Si2

Question: DFT total energy of number 1 (C3H3Cl2F)?
Answer: -30919.544 eV

Question: Which of these has the highest DFT total energy?
Answer: C4H12O